ORCA calculation (ωB97M-V with the def2-TZVPD basis set) on C14H23NO4 in the gas phase.

```
! wB97M-V def2-TZVPD RIJCOSX def2/J DEFGRID3
* xyz 0 1
C -4.960 -2.502 -0.200
O -3.949 -1.718 -0.785
C -3.577 -0.566 -0.160
C -4.100 -0.105 1.040
C -3.630 1.089 1.567
C -2.659 1.821 0.921
C -2.130 1.361 -0.288
O -1.191 2.168 -0.857
C -0.534 1.757 -2.039
C 0.534 0.676 -1.801
O 1.778 1.205 -1.399
C 1.818 1.776 -0.103
C 1.887 0.716 1.009
N 3.056 -0.116 0.817
C 4.212 0.329 1.555
C 2.876 -1.555 0.825
C 3.531 -2.133 -0.438
O 2.958 -1.587 -1.595
C -2.587 0.166 -0.820
H -5.100 -3.349 -0.871
H -4.665 -2.870 0.788
H -5.900 -1.948 -0.116
H -4.862 -0.654 1.569
H -4.036 1.449 2.501
H -2.295 2.752 1.323
H -1.260 1.412 -2.784
H -0.046 2.660 -2.417
H 0.744 0.159 -2.740
H 0.159 -0.055 -1.075
H 2.733 2.372 -0.097
H 0.960 2.436 0.064
H 1.901 1.230 1.981
H 0.981 0.105 0.976
H 4.094 0.202 2.644
H 5.085 -0.235 1.233
H 4.391 1.383 1.347
H 1.811 -1.798 0.798
H 3.311 -2.021 1.721
H 3.382 -3.215 -0.487
H 4.613 -1.930 -0.414
H 2.876 -0.629 -1.448
H -2.212 -0.240 -1.745
*
```

LUMO level (eV): 0.81
HOMO energy (eV): -8.394
HOMO-LUMO gap (eV): 9.2062
Energy above the lowest of the compared OMol25 structures with the same formula, charge and spin (eV): 3.152


ORCA calculation (ωB97M-V with the def2-TZVPD basis set) on a 8-piece molecular cluster, C14H45N2O8 overall.

```
! wB97M-V def2-TZVPD RIJCOSX def2/J DEFGRID3
* xyz -1 1
C -1.069 0.041 1.265
C -1.751 -0.589 0.053
O -2.689 -1.547 0.399
H -0.417 -0.739 1.679
H -1.764 0.371 2.035
H -0.394 0.860 0.981
H -0.938 -1.034 -0.553
H -2.260 0.211 -0.524
C 3.296 2.698 0.241
C 2.441 1.634 -0.430
O 2.737 1.549 -1.825
H 4.372 2.539 0.292
H 2.973 2.826 1.280
H 3.167 3.664 -0.256
H 1.375 1.825 -0.313
H 2.696 0.707 0.089
H 3.191 0.719 -1.982
C 0.591 2.040 4.172
C -0.834 2.465 3.875
O -1.453 3.064 5.043
H 0.757 2.075 5.246
H 1.385 2.532 3.605
H 0.718 1.031 3.768
H -1.442 1.582 3.684
H -0.952 3.192 3.069
H -2.402 3.029 4.903
C -5.243 1.304 -5.378
C -5.311 -0.159 -4.987
C -4.195 -0.485 -3.988
O -4.210 -1.865 -3.732
C -2.947 -2.276 -3.233
N -6.606 -0.298 -4.278
H -6.029 1.553 -6.100
H -4.386 1.541 -6.025
H -5.234 1.927 -4.490
H -5.199 -0.932 -5.754
H -4.290 0.176 -3.120
H -3.278 -0.172 -4.511
H -2.949 -3.339 -3.001
H -2.642 -1.721 -2.341
H -2.146 -2.124 -3.971
H -6.726 -1.250 -3.934
H -7.331 -0.248 -4.996
C 6.760 0.347 0.393
C 6.573 -0.212 1.803
C 5.344 -1.090 1.981
O 4.224 -0.251 2.077
C 3.020 -0.955 2.247
N 7.744 -1.030 2.179
H 6.841 -0.411 -0.394
H 7.660 0.961 0.315
H 5.926 0.963 0.045
H 6.638 0.652 2.464
H 5.449 -1.705 2.885
H 5.309 -1.836 1.172
H 3.037 -1.807 2.936
H 2.718 -1.362 1.271
H 2.213 -0.282 2.533
H 7.756 -1.878 1.606
H 8.636 -0.643 1.878
O -3.045 -2.441 3.275
H -2.383 -2.136 2.628
H -2.548 -2.778 4.029
O -1.742 -3.955 -0.696
H -2.185 -3.094 -0.486
H -1.364 -4.223 0.144
O -5.291 0.016 -0.552
H -5.568 0.827 -0.993
H -4.334 -0.051 -0.695
*
```

LUMO level (eV): 2.34
HOMO energy (eV): -3.817
HOMO-LUMO gap (eV): 6.1551
Energy above the lowest of the compared OMol25 structures with the same formula, charge and spin (eV): 0.000


ORCA calculation (ωB97M-V with the def2-TZVPD basis set) on a 6-piece molecular cluster, C20H48ClFN7O14P overall.

```
! wB97M-V def2-TZVPD RIJCOSX def2/J DEFGRID3
* xyz 0 1
C 2.235 1.160 2.034
C 0.800 0.994 2.639
C -0.255 0.413 1.628
O -1.377 0.041 2.468
O -0.590 1.460 0.750
C -0.921 0.938 -0.567
C 0.417 0.670 -1.326
C 1.482 1.827 -1.289
C 2.871 1.182 -1.656
Cl 2.839 0.653 -3.413
C -1.993 1.848 -1.308
C -1.742 1.972 -2.859
C -2.194 0.755 -3.711
F -1.775 -0.494 -3.231
C -3.372 1.106 -1.038
C -4.620 1.681 -1.770
O -4.558 3.051 -2.132
C -5.877 1.518 -0.787
N -7.038 1.040 -1.587
N -2.008 3.206 -0.759
C -2.831 3.496 0.401
P -0.811 4.313 -1.235
C 0.173 4.949 0.247
O -1.668 5.719 -1.735
H 2.440 2.221 1.714
H 2.996 0.952 2.825
H 2.435 0.524 1.144
H 0.792 0.450 3.604
H 0.434 2.026 2.861
H 0.092 -0.516 1.126
H -2.126 0.175 1.874
H -1.370 -0.070 -0.365
H 0.901 -0.201 -0.806
H 0.320 0.362 -2.384
H 1.513 2.398 -0.344
H 1.226 2.507 -2.137
H 3.028 0.265 -1.052
H 3.684 1.921 -1.547
H -2.350 2.844 -3.205
H -0.699 2.215 -3.133
H -3.287 0.694 -3.898
H -1.730 0.870 -4.722
H -3.237 0.061 -1.414
H -3.548 0.967 0.056
H -4.924 1.105 -2.678
H -5.431 3.418 -2.283
H -5.667 0.834 0.062
H -6.147 2.544 -0.444
H -7.171 0.047 -1.446
H -7.871 1.571 -1.374
H -2.798 2.648 1.133
H -2.400 4.363 0.964
H -3.897 3.752 0.213
H -0.150 5.996 0.470
H 0.069 4.320 1.156
H 1.245 5.006 -0.059
H -1.191 6.135 -2.456
C 0.112 -3.699 2.454
N 1.585 -3.905 2.406
O 2.277 -2.955 2.104
O 1.995 -5.015 2.673
H -0.101 -2.667 2.194
H -0.336 -4.379 1.738
H -0.215 -3.920 3.463
C -3.656 -3.453 4.677
N -2.688 -4.204 3.838
O -2.478 -3.794 2.717
O -2.169 -5.178 4.336
H -4.034 -2.613 4.103
H -4.460 -4.137 4.939
H -3.126 -3.111 5.562
C 3.794 -3.755 -1.897
N 4.523 -2.464 -1.987
O 4.455 -1.719 -1.029
O 5.133 -2.250 -3.011
H 3.299 -3.808 -0.932
H 3.069 -3.779 -2.706
H 4.524 -4.552 -2.000
C 5.944 3.040 1.312
N 4.542 3.515 1.197
O 4.154 3.866 0.103
O 3.878 3.517 2.208
H 6.410 3.094 0.333
H 6.452 3.690 2.020
H 5.913 2.014 1.671
C 4.199 -7.717 -0.177
N 4.015 -7.474 -1.631
O 3.234 -6.605 -1.960
O 4.660 -8.162 -2.388
H 3.562 -7.032 0.375
H 3.920 -8.749 0.020
H 5.247 -7.543 0.054
*
```

LUMO level (eV): -0.21
HOMO energy (eV): -7.748
HOMO-LUMO gap (eV): 7.5353


ORCA calculation (ωB97M-V with the def2-TZVPD basis set) on a 4-piece molecular cluster, C29H41F3N3O2P2 overall.

```
! wB97M-V def2-TZVPD RIJCOSX def2/J DEFGRID3
* xyz 1 1
C 3.007 -1.754 0.310
C 2.425 -0.693 -0.756
C 0.941 -0.238 -0.357
C 0.315 0.746 -1.429
C -1.182 0.438 -1.852
C -2.137 1.192 -0.841
N -3.611 0.928 -0.991
P -4.336 2.531 -1.465
N -4.244 3.570 -0.247
C -4.020 -0.084 -2.024
C -5.386 -0.792 -1.618
C -5.126 -1.612 -0.173
C -6.021 -1.034 1.085
O -6.280 -2.393 0.317
C -2.887 -1.040 -2.577
P -3.327 -2.849 -2.805
O -4.097 -3.095 -4.123
N -1.581 -0.994 -1.806
H 2.279 -1.880 1.170
H 3.981 -1.352 0.708
H 3.110 -2.757 -0.193
H 2.377 -1.250 -1.751
H 3.113 0.185 -0.901
H 1.050 0.280 0.650
H 0.364 -1.187 -0.172
H 0.938 0.816 -2.368
H 0.316 1.786 -0.960
H -1.334 0.923 -2.878
H -1.933 2.314 -0.816
H -1.846 0.833 0.202
H -3.991 0.769 -0.044
H -3.694 2.996 -2.658
H -5.746 2.293 -1.665
H -3.796 3.140 0.571
H -4.333 0.550 -2.927
H -5.759 -1.548 -2.359
H -6.122 0.017 -1.356
H -4.038 -1.975 0.062
H -6.816 -0.276 0.837
H -6.020 -1.615 2.044
H -2.597 -0.679 -3.624
H -3.961 -3.484 -1.701
H -2.071 -3.544 -2.986
H -0.929 -1.479 -2.448
F 4.116 1.574 0.534
C 5.440 1.828 0.498
C 6.287 0.930 -0.130
C 7.651 1.196 -0.171
C 8.152 2.349 0.425
C 7.291 3.240 1.057
C 5.926 2.982 1.089
H 5.879 0.033 -0.581
H 8.323 0.504 -0.666
H 9.217 2.553 0.396
H 7.683 4.136 1.524
H 5.240 3.668 1.569
F -0.845 -6.689 0.632
C -1.903 -7.154 -0.052
C -2.153 -8.515 -0.075
C -3.252 -8.994 -0.779
C -4.081 -8.108 -1.461
C -3.816 -6.743 -1.435
C -2.723 -6.262 -0.721
H -1.493 -9.191 0.455
H -3.462 -10.057 -0.798
H -4.935 -8.483 -2.014
H -4.460 -6.054 -1.970
H -2.506 -5.201 -0.682
F 4.276 5.725 1.658
C 4.198 6.185 2.921
C 4.570 7.491 3.193
C 4.483 7.966 4.496
C 4.037 7.128 5.513
C 3.671 5.817 5.228
C 3.747 5.343 3.923
H 4.922 8.126 2.389
H 4.765 8.989 4.719
H 3.975 7.498 6.530
H 3.328 5.163 6.021
H 3.458 4.327 3.681
*
```

LUMO level (eV): -3.26
HOMO energy (eV): -10.803
HOMO-LUMO gap (eV): 7.5408


ORCA calculation (ωB97M-V with the def2-TZVPD basis set) on C7H12O in the gas phase.

```
! wB97M-V def2-TZVPD RIJCOSX def2/J DEFGRID3
* xyz 0 1
C -0.710 -2.760 -0.707
C -0.034 -1.557 -0.109
C -0.474 -0.305 -0.234
O -1.622 0.012 -0.909
C 0.209 0.913 0.292
C -0.746 1.951 0.842
C 1.414 1.411 -0.471
C 1.580 0.829 0.898
H -1.078 -2.559 -1.715
H -0.006 -3.591 -0.771
H -1.556 -3.087 -0.094
H 0.852 -1.752 0.469
H -2.032 -0.803 -1.225
H -1.278 1.546 1.709
H -0.197 2.841 1.146
H -1.481 2.230 0.087
H 1.755 0.824 -1.310
H 1.532 2.475 -0.603
H 2.075 -0.123 0.996
H 1.796 1.507 1.712
*
```

LUMO level (eV): 0.88
HOMO energy (eV): -8.376
HOMO-LUMO gap (eV): 9.2597
Energy above the lowest of the compared OMol25 structures with the same formula, charge and spin (eV): 0.894